No. 1
{"formula": "C37H65IN2O10P", "method": "ωB97M-V/def2-TZVPD", "orbital_gap_ev": 7.49, "spin_multiplicity": 1, "homo_energy_ev": -10.966, "total_charge": 1, "species": ["I", "P", "O", "O", "O", "O", "O", "O", "O", "O", "O", "O", "N", "N", "C", "C", "C", "C", "C", "C", "C", "C", "C", "C", "C", "C", "C", "C", "C", "C", "C", "C", "C", "C", "C", "C", "C", "C", "C", "C", "C", "C", "C", "C", "C", "C", "C", "C", "C", "C", "C", "H", "H", "H", "H", "H", "H", "H", "H", "H", "H", "H", "H", "H", "H", "H", "H", "H", "H", "H", "H", "H", "H", "H", "H", "H", "H", "H", "H", "H", "H", "H", "H", "H", "H", "H", "H", "H", "H", "H", "H", "H", "H", "H", "H", "H", "H", "H", "H", "H", "H", "H", "H", "H", "H", "H", "H", "H", "H", "H", "H", "H", "H", "H", "H", "H"], "xyz": [[1.5678, -1.8501, -4.7584], [-1.6290, -2.3265, -3.1568], [5.3452, -4.0070, -0.6182], [-3.1995, -3.9347, 4.7796], [4.0408, 5.3161, 4.6149], [-1.9968, 3.5434, -7.2407], [-1.8265, -1.3361, 4.5284], [-1.2726, -3.7481, -2.6523], [3.2951, -1.2311, 1.3977], [-1.9174, 1.6410, -4.9871], [5.4249, -5.9163, 1.6298], [2.5650, 3.6354, 2.6910], [0.9419, -1.5773, 0.4961], [2.0268, -0.4304, -2.1405], [-3.3766, -1.3905, -0.3683], [-5.8399, -2.5526, 0.2214], [0.4331, -0.2446, -0.0591], [-1.3670, 2.7243, 0.4393], [-2.7424, 2.9784, -0.3157], [-0.4866, 4.9848, -0.8251], [-0.8856, -0.4818, -0.9516], [-0.6305, 1.2422, -5.4365], [6.7103, -6.3214, 1.1732], [-2.4587, 2.4742, -8.0578], [-0.2347, 3.7822, 0.1548], [0.2703, 0.7287, 1.2071], [-5.7050, -0.2723, -1.1922], [-4.1268, -0.2677, -1.1446], [-4.2839, -2.5146, 0.3012], [-6.5939, -1.3866, -0.5291], [5.3222, -4.5001, 1.7724], [2.1849, -1.4799, 0.8622], [-3.0243, -1.6930, 3.8359], [1.5280, 0.4658, -1.0424], [-2.0282, 3.0607, -4.8505], [3.7521, 2.8681, 2.5317], [2.6203, 5.1790, 4.5814], [-2.5724, -4.0840, 6.0480], [-1.1573, 1.4279, 1.4055], [-2.9966, 4.1884, -1.2804], [-0.5205, -0.9494, -2.4903], [-0.6927, -2.0414, 4.0412], [-1.8004, -1.5501, -0.1660], [4.5381, 6.0572, 3.5072], [1.0126, -1.3939, -2.6883], [4.5921, -3.8736, 0.5878], [4.8744, -5.0711, -1.4366], [-1.8352, 5.2282, -1.5803], [-3.8621, -2.6786, 4.6447], [-2.7560, 3.6785, -6.0406], [2.2071, 3.8044, 4.0640], [-1.1941, 1.8644, 2.4838], [2.8716, -0.9521, -1.8035], [4.5417, 3.1873, 3.2137], [-0.3731, -1.6088, 3.0872], [7.0619, -5.7112, 0.3384], [-6.3715, -3.4390, 0.7279], [5.6336, -5.2817, -2.1921], [3.5298, 1.8086, 2.6966], [6.3116, -4.0497, 1.9074], [-2.0254, 6.0980, -2.3150], [-0.8945, -3.1071, 3.9129], [-1.4469, -2.6447, -0.3439], [3.5903, -4.3049, 0.4710], [-4.7976, -2.8670, 4.1084], [2.4098, 0.9266, -0.4718], [-4.1164, -2.2646, 5.6267], [0.0830, 1.3051, -4.6070], [0.9588, 1.3377, -1.5496], [-0.2779, 1.8503, -6.2721], [0.5370, 0.2279, 2.2228], [4.4756, -2.8011, 0.7740], [-3.3289, -4.3011, 6.8081], [-0.6933, 0.2017, -5.7650], [1.1397, -2.3940, -2.1074], [-2.0701, 0.7429, 1.3160], [-3.5397, 0.5542, -1.6775], [5.6182, 5.9020, 3.4529], [-1.4160, -2.3476, -4.5970], [-3.7543, 3.2428, -6.1601], [-3.0384, -1.9976, -3.0067], [1.0479, 1.5895, 1.1012], [2.3364, 0.1844, -2.9274], [-1.5208, 0.4795, -1.1121], [4.0920, 5.7362, 2.5632], [-3.5995, -0.7719, 3.6996], [7.4267, -6.2662, 1.9980], [2.1662, 5.9772, 3.9840], [-2.6388, 1.5649, -7.4812], [-0.6863, -0.0300, -3.1875], [0.8039, 3.6730, 0.6461], [2.6383, 3.0071, 4.6795], [-1.6943, 2.2640, -8.8081], [-6.2591, 0.5712, -1.7383], [-1.0414, 3.5165, -4.7132], [0.1168, -1.9248, 4.7660], [3.9518, -4.7660, -1.9416], [-2.0092, -3.1942, 6.3348], [1.1172, 3.7201, 4.1224], [-3.7565, -3.3806, 0.8544], [-1.6026, -1.3690, 0.9686], [-3.5924, 2.2372, -0.1279], [-2.6126, 3.2484, -3.9447], [-2.8784, 4.7508, -5.8591], [4.6940, -5.9814, -0.8625], [-2.7941, -2.0946, 2.8425], [4.7420, -4.3130, 2.6814], [6.6403, -7.3597, 0.8406], [2.2656, 5.2878, 5.6107], [4.3457, 7.1227, 3.6627], [-3.3787, 2.7736, -8.5686], [0.3739, 5.7230, -1.0339], [-7.7350, -1.4201, -0.5599], [-4.0409, 4.2941, -1.7716], [-1.8826, -4.9279, 5.9897], [4.1060, 2.9964, 1.5063]], "forces_ev_per_angstrom": [[-0.060, 0.233, 0.928], [0.476, -3.642, -0.108], [-0.327, -0.224, 0.047], [0.119, 0.416, 0.139], [-0.323, -0.052, -0.431], [-0.180, -0.352, 0.285], [0.076, -0.340, -0.319], [-0.466, 3.295, -0.490], [-6.557, -1.597, -3.372], [0.473, 0.016, -0.081], [0.188, 0.426, -0.240], [0.234, -0.182, 0.050], [5.275, 0.813, 0.246], [0.662, 0.458, -0.168], [-4.078, -0.508, -0.171], [2.510, 2.951, -1.527], [0.410, 1.146, -0.691], [-0.517, 2.831, -2.834], [2.414, 2.051, -0.381], [-2.268, -1.677, 0.000], [-0.685, -0.863, 0.007], [-0.463, -0.073, -0.087], [-0.064, -0.222, 0.117], [0.066, 0.188, -0.165], [-3.112, 0.039, -1.631], [-0.190, 1.192, 0.687], [0.794, -2.491, 1.552], [-1.774, -2.924, 1.949], [-1.467, 1.940, -1.537], [4.639, -0.472, 0.425], [-0.464, -0.438, -0.055], [0.906, 1.771, 2.546], [-0.106, 0.227, 0.555], [-1.557, 1.561, 1.155], [-0.588, -0.044, -0.073], [-0.184, 0.018, -0.128], [0.356, -0.319, 0.295], [-0.069, -0.217, -0.047], [-0.245, 1.887, 0.042], [3.314, -0.467, 1.562], [0.666, 1.757, -0.371], [-0.052, 0.199, 0.278], [-0.269, 0.136, 0.823], [0.188, 0.033, 0.221], [-1.564, -2.603, 0.892], [0.655, 0.272, 0.038], [0.185, 0.114, -0.081], [0.074, -3.693, 2.876], [0.151, -0.319, -0.429], [0.521, 0.153, -0.096], [-0.235, 0.424, -0.155], [0.171, -0.906, -1.763], [-0.814, 0.341, -0.521], [-0.034, 0.002, 0.019], [0.061, -0.131, -0.128], [-0.028, 0.037, 0.031], [0.810, 1.719, -0.983], [-0.041, 0.111, 0.073], [0.124, -0.085, 0.069], [-0.068, 0.012, -0.123], [0.553, -1.601, 1.489], [-0.037, 0.022, -0.036], [-0.735, 1.913, 0.049], [0.049, -0.140, 0.037], [0.003, 0.059, -0.001], [-1.152, -0.944, -0.867], [0.104, 0.042, -0.080], [0.258, 0.093, -0.021], [0.924, -1.342, 0.851], [0.010, 0.039, 0.060], [-0.434, 0.435, -2.048], [0.247, -0.406, -0.029], [0.073, 0.043, 0.088], [-0.051, 0.093, 0.070], [-0.143, 1.757, -1.059], [1.420, 0.860, -0.020], [-1.102, -1.257, 0.781], [-0.124, 0.003, 0.103], [-0.233, 0.708, 0.965], [0.095, -0.054, 0.057], [1.211, 0.305, 0.054], [-1.329, -1.450, 0.233], [-0.058, -0.572, 0.671], [1.537, -1.396, 0.697], [-0.050, -0.005, 0.023], [-0.035, -0.023, -0.031], [0.101, 0.017, -0.071], [0.016, -0.114, -0.043], [-0.034, 0.009, 0.050], [0.087, -1.521, 1.150], [-1.890, 0.356, -0.784], [0.064, 0.108, -0.045], [-0.038, 0.126, 0.068], [1.113, -1.418, 0.887], [-0.045, -0.024, -0.087], [-0.115, 0.058, -0.048], [-0.097, -0.128, -0.040], [-0.034, 0.045, -0.018], [0.012, 0.014, 0.028], [-0.914, 1.591, -1.025], [-0.364, -0.324, -1.870], [1.326, 1.258, -0.272], [0.061, 0.015, -0.014], [-0.013, -0.033, 0.050], [-0.029, 0.038, 0.039], [-0.017, -0.093, 0.083], [0.006, 0.049, -0.004], [-0.069, 0.114, 0.101], [-0.045, -0.024, -0.039], [-0.003, 0.032, -0.129], [-0.030, -0.125, -0.013], [-1.517, -1.389, 0.512], [1.942, 0.345, -0.134], [2.061, -0.174, 0.953], [-0.124, 0.030, -0.072], [-0.078, 0.051, 0.032]], "mulliken_charge": [0.173, 0.393, -0.422, -0.390, -0.377, -0.380, -0.436, -0.704, -0.607, -0.326, -0.389, -0.146, -0.571, 0.436, 0.616, -0.538, 0.983, 0.151, -0.357, -0.595, 0.193, -0.784, -0.716, -0.658, -0.140, 0.331, -0.664, -0.147, -0.587, -0.505, -0.731, 0.755, 0.127, -1.867, 0.144, -0.921, -0.638, -0.740, -0.287, -0.653, 1.908, -0.318, -0.212, -0.671, -1.307, 0.166, -0.680, -0.445, -0.778, -0.720, -0.463, 0.512, 0.439, 0.446, -0.191, 0.315, 0.345, 0.266, 0.275, 0.371, 0.366, 0.370, 0.641, 0.298, 0.415, 0.373, 0.358, 0.239, 0.447, 0.502, 0.367, 0.064, 0.333, 0.207, 0.646, 0.055, 0.486, 0.249, 0.099, 0.339, 0.185, -0.576, 0.592, -0.863, 0.249, 0.387, 0.325, 0.320, 0.244, -0.669, 0.195, 0.392, 0.248, 0.324, 0.357, 0.367, 0.233, 0.330, 0.318, 0.305, -0.520, 0.484, -0.136, 0.398, 0.328, -0.134, 0.348, 0.246, 0.403, 0.336, 0.338, 0.334, 0.344, 0.359, 0.241, 0.230]}

***

No. 2
{"formula": "C4H7NO", "method": "ωB97M-V/def2-TZVPD", "orbital_gap_ev": [6.53, 6.53], "e_above_lowest_kj_mol": 522.9, "spin_multiplicity": 1, "homo_energy_ev": [-6.177, -6.174], "species": ["O", "N", "C", "C", "C", "C", "H", "H", "H", "H", "H", "H", "H"], "xyz": [[0.7279, -2.1724, -0.5832], [-1.3151, -0.9944, -0.0817], [1.5543, 1.0679, 0.2633], [-0.6741, 0.6385, 0.4490], [0.4758, 0.4292, -0.4588], [0.1666, -1.1248, -0.5677], [2.3403, 1.5726, -0.2935], [1.8729, 0.5897, 1.1890], [-1.4240, 1.4025, 0.2554], [0.3026, 0.8692, -1.4486], [-1.5734, -1.6686, 0.6341], [-0.4777, 0.4335, 1.4979], [-1.9761, -1.0431, -0.8551]], "forces_ev_per_angstrom": [[-0.386, 0.763, -0.051], [-0.103, -0.097, -0.056], [0.404, -0.068, -0.018], [-0.327, -0.014, 0.081], [-0.138, 0.023, -0.082], [0.423, -0.550, 0.192], [-0.141, -0.051, 0.084], [-0.073, 0.056, -0.114], [0.162, -0.113, 0.014], [0.017, -0.093, 0.107], [0.047, 0.072, -0.111], [0.010, 0.037, -0.179], [0.104, 0.036, 0.132]], "nbo_charge": [-0.494, -0.780, -0.710, -0.125, -0.411, 0.665, 0.195, 0.178, 0.219, 0.235, 0.407, 0.214, 0.406]}

***

No. 3
{"formula": "C19H51GaN9O18", "method": "ωB97M-V/def2-TZVPD", "orbital_gap_ev": 6.90, "spin_multiplicity": 1, "homo_energy_ev": -5.080, "total_charge": -1, "species": ["Ga", "O", "O", "O", "O", "O", "O", "O", "O", "O", "O", "O", "O", "O", "O", "O", "O", "O", "O", "N", "N", "N", "N", "N", "N", "N", "N", "N", "C", "C", "C", "C", "C", "C", "C", "C", "C", "C", "C", "C", "C", "C", "C", "C", "C", "C", "C", "H", "H", "H", "H", "H", "H", "H", "H", "H", "H", "H", "H", "H", "H", "H", "H", "H", "H", "H", "H", "H", "H", "H", "H", "H", "H", "H", "H", "H", "H", "H", "H", "H", "H", "H", "H", "H", "H", "H", "H", "H", "H", "H", "H", "H", "H", "H", "H", "H", "H", "H"], "xyz": [[-1.4986, -3.1125, 0.8155], [-3.4858, 0.8104, -6.6259], [1.7169, 8.4996, 0.5196], [1.1592, -8.4672, 3.0747], [-0.0636, -7.3533, 4.4570], [-2.4077, -3.3477, -4.6247], [5.5214, -0.9368, 0.7676], [-1.3938, 0.9582, -3.7406], [-2.5773, 5.7533, -1.7448], [0.0514, 1.5786, -5.2054], [0.2603, 3.1652, 4.3966], [-3.2787, 4.8278, -3.5554], [2.1700, 6.7399, 1.6740], [3.5483, -6.0795, 3.4320], [4.8322, -2.5422, -0.4923], [-0.0945, 4.9332, 3.2280], [-3.1747, 2.7324, -7.5448], [3.5975, -4.0112, 2.8633], [-4.5126, -2.9331, -4.5095], [-2.4927, 4.9321, -2.6333], [-3.4320, -3.1485, -3.9984], [1.4299, 7.4232, 0.9949], [0.7413, -8.2171, 4.1830], [5.5319, -2.0898, 0.3845], [-0.7382, 0.7780, -4.7483], [0.6303, 4.1710, 3.8403], [3.0518, -5.0926, 2.9146], [-3.7274, 1.9936, -6.7604], [2.1708, -0.5670, 2.1636], [-2.6240, 0.9207, 1.6298], [2.0801, 4.5053, 3.8653], [-0.9421, -0.4935, -5.4836], [-4.7727, 2.5646, -5.8669], [1.2949, -9.0326, 5.2993], [-0.0341, 1.9888, -0.2831], [-1.3541, 3.9753, -2.6096], [1.4403, 1.8064, -0.7300], [-1.7654, 2.2058, 1.6068], [1.6935, -5.2440, 2.3269], [-3.3310, -3.1304, -2.5170], [6.4943, -3.0079, 1.0542], [0.0685, 6.8694, 0.7435], [-0.2961, 2.0221, 1.2223], [2.4201, 1.2460, 0.3051], [2.1404, -0.2279, 0.6638], [-2.1558, -0.2623, 0.7768], [-2.8296, -1.6062, 1.0978], [0.2870, 2.8532, 1.6377], [2.4180, 1.8575, 1.2150], [0.0820, 1.1202, 1.7079], [-2.6354, -2.3446, -2.2344], [-1.6827, -1.0738, -4.9516], [-2.2225, 2.9615, 0.9557], [2.1663, 5.4992, 4.2932], [1.8259, 2.7564, -1.1159], [-1.2896, -0.2293, -6.4770], [-2.9214, -4.0835, -2.1967], [7.4865, -2.5918, 0.9053], [-1.7673, 2.9724, -2.5875], [-2.3670, -0.0193, -0.2723], [1.3571, -1.2393, 2.4395], [-0.7992, 4.1100, -3.5335], [-0.6460, 1.2116, -0.7458], [-1.0695, -0.3679, 0.8704], [-4.3210, -2.9576, -2.1136], [1.7645, -6.0096, 1.5603], [2.8923, -0.8432, 0.1682], [0.8411, -8.6943, 6.2226], [-2.7315, 0.5867, 2.6667], [-2.1345, -4.5862, 1.0178], [6.3881, -3.9894, 0.6100], [0.2006, 5.9130, 0.2463], [-0.9380, -2.9511, -0.7104], [0.0070, -1.0188, -5.5328], [1.4558, 1.1117, -1.5754], [-4.4394, 2.4004, -4.8464], [2.3701, -8.8811, 5.2925], [1.0386, -5.5811, 3.1245], [-0.2315, -2.8757, 1.7922], [3.1110, -1.0467, 2.4458], [-1.7823, 2.6327, 2.6127], [-0.4779, 7.5778, 0.1332], [-5.6880, 2.0115, -6.0542], [-0.7516, 4.1837, -1.7345], [-3.7080, -1.7474, 0.4551], [2.4208, 4.5254, 2.8354], [2.5970, 3.7589, 4.4559], [6.2404, -3.0174, 2.1087], [1.3586, -4.2925, 1.9263], [-0.4114, 2.9385, -0.6832], [-3.6367, 1.1760, 1.2951], [1.1788, -0.5292, 0.2394], [1.0615, -10.0710, 5.0849], [-4.8709, 3.6188, -6.0933], [2.0763, 0.3347, 2.7779], [-3.2034, -1.6096, 2.1290], [3.4301, 1.3367, -0.1059], [-0.3914, 6.7050, 1.7124]], "forces_ev_per_angstrom": [[0.031, -0.044, -0.174], [-0.015, -0.014, -0.051], [0.009, 0.076, -0.004], [-0.069, -0.075, -0.111], [-0.059, 0.026, 0.020], [0.010, -0.065, -0.011], [0.058, -0.028, -0.017], [-0.051, -0.016, 0.059], [0.029, 0.079, 0.068], [0.059, 0.000, -0.009], [0.006, -0.071, 0.164], [-0.064, -0.009, -0.004], [0.180, 0.075, 0.000], [-0.018, -0.036, 0.030], [-0.032, -0.050, -0.113], [-0.051, 0.075, 0.117], [-0.020, 0.031, -0.074], [0.080, 0.097, -0.099], [-0.067, -0.051, -0.003], [0.030, -0.080, -0.120], [0.020, 0.179, -0.023], [-0.170, -0.210, 0.017], [0.176, 0.014, 0.053], [0.026, 0.093, 0.096], [-0.064, 0.063, -0.016], [0.020, -0.015, -0.168], [-0.008, -0.105, 0.081], [0.036, 0.012, 0.149], [0.065, 0.151, 0.040], [-0.233, -0.005, -0.121], [0.032, -0.024, 0.079], [-0.050, -0.187, -0.052], [0.017, 0.043, -0.009], [-0.020, 0.028, 0.030], [-0.014, -0.049, 0.050], [-0.060, 0.236, -0.120], [-0.040, -0.026, -0.014], [0.050, 0.028, 0.047], [-0.046, 0.166, -0.088], [-0.112, -0.043, 0.118], [-0.059, -0.020, 0.017], [-0.027, 0.134, -0.071], [0.226, 0.071, 0.056], [-0.025, -0.039, 0.110], [0.081, -0.061, 0.042], [-0.142, -0.001, -0.022], [-0.049, 0.061, -0.031], [-0.054, -0.015, 0.002], [-0.089, 0.011, -0.051], [0.068, 0.030, -0.029], [0.067, -0.054, -0.003], [0.012, -0.024, -0.005], [0.064, -0.040, -0.071], [0.024, 0.025, -0.050], [0.035, 0.028, 0.067], [0.044, 0.010, -0.006], [0.078, 0.036, 0.008], [-0.012, 0.004, 0.013], [0.034, -0.006, 0.010], [0.246, -0.055, -0.037], [0.051, -0.042, -0.053], [-0.010, -0.028, -0.046], [0.012, 0.036, 0.077], [-0.071, 0.007, -0.042], [-0.009, -0.001, -0.017], [-0.010, -0.052, 0.039], [-0.141, -0.046, -0.126], [-0.001, -0.002, 0.001], [0.126, -0.068, -0.037], [0.019, 0.005, -0.016], [-0.002, -0.011, -0.006], [-0.014, -0.013, 0.013], [0.007, -0.030, 0.038], [0.058, 0.098, 0.039], [-0.003, 0.113, -0.092], [0.004, 0.018, 0.004], [0.006, -0.001, -0.009], [-0.028, -0.036, -0.028], [-0.056, 0.016, 0.075], [-0.030, 0.027, 0.005], [-0.072, 0.082, -0.059], [0.008, -0.029, -0.024], [0.003, -0.021, 0.009], [-0.133, 0.188, -0.261], [-0.040, 0.027, 0.093], [-0.013, 0.018, -0.017], [-0.061, -0.046, -0.003], [-0.027, -0.010, 0.048], [0.047, 0.023, 0.037], [0.208, -0.522, 0.340], [-0.022, -0.011, 0.187], [-0.030, 0.025, 0.067], [0.016, -0.006, -0.010], [0.008, 0.002, 0.023], [-0.054, -0.019, -0.020], [0.058, -0.020, -0.019], [-0.008, -0.003, 0.038], [0.014, -0.031, -0.017]], "mulliken_charge": [0.417, -0.513, -0.572, -0.482, -0.524, -0.557, -0.508, -0.494, -0.585, -0.602, -0.497, -0.618, -0.537, -0.616, -0.531, -0.483, -0.551, -0.524, -0.570, 1.021, 0.925, 0.893, 0.877, 0.934, 0.973, 0.847, 0.977, 0.931, -0.989, -0.939, -0.772, -0.734, -0.686, -0.744, 1.970, -0.085, -1.243, -0.737, -0.237, -0.557, -0.774, -0.353, 0.357, -0.655, 0.074, 0.820, -1.049, -0.070, 0.060, -0.073, 0.105, 0.186, 0.392, 0.302, 0.441, 0.311, 0.282, 0.288, 0.119, -0.006, 0.111, 0.308, 0.196, -0.691, 0.270, 0.245, 0.283, 0.307, 0.427, -0.456, 0.295, 0.013, -0.313, 0.308, 0.330, 0.233, 0.281, 0.043, -0.272, 0.225, 0.194, 0.318, 0.289, -0.098, 0.299, 0.279, 0.319, 0.294, 0.038, -1.522, 0.172, 0.092, 0.284, 0.302, 0.333, 0.526, 0.465, 0.238]}